C3H7N2O2 | wB97M-V/def2-TZVPD

Summary:
Energy in eV: -10297.146
LUMO energy in eV: 3.77
Charge: -1
Relative energy (zero: lowest compared OMol25 entry of this formula, charge and spin) in kJ/mol: 433.09
2S+1: 1
Maximum force in eV/Å: 5.1
E_HOMO in Ha: -0.152

```
14
C3H7N2O2, DFT wB97M-V/def2-TZVPD
C -0.10375 0.30122 -0.58520
N 1.22557 -0.22465 -0.72777
C 2.31177 0.32284 0.06179
O 3.20226 -0.50923 0.31720
O 2.23791 1.52356 0.33253
C -1.03733 -0.51212 0.36309
N -2.51307 0.28217 0.29775
H -0.00623 1.32431 -0.21133
H -0.65975 0.44649 -1.52746
H 1.29119 -1.22640 -0.74946
H -0.73708 -0.27367 1.36149
H -0.74531 -1.54738 0.11874
H -2.11865 -0.65386 -0.21770
H -2.34753 0.74671 1.16633
```